Computed, not measured: a 4-piece molecular cluster, C5H16O3 overall at a distorted geometry, with ωB97M-V with the def2-TZVPD basis set.

Each line ends with the Mulliken charge.
Geometry (Å):
C1 0.74179 1.26999 1.45797  -1.2358
C2 0.06935 0.46310 0.42605  -0.0532
C3 0.64698 -0.58564 -0.17209  -0.4685
C4 -0.05896 -1.24637 -1.30425  -0.1957
C5 1.05725 -1.35638 -2.40700  -1.0374
H1 0.18933 2.21784 1.59553  0.3016
H2 1.74825 1.21917 1.17009  0.3382
H3 0.67242 0.98118 2.48351  0.2851
H4 -0.88842 0.88031 0.18357  0.3139
H5 1.66987 -1.14652 0.00632  0.3082
H6 -0.31661 -2.22544 -0.84687  0.2617
H7 -0.94343 -0.76801 -1.60626  0.2636
H8 1.98360 -0.65671 -2.09240  0.3018
H9 0.64769 -1.17907 -3.36021  0.3609
H10 1.19174 -2.44684 -2.54927  0.2540
O1 -4.45137 -1.00478 -0.13756  -0.6323
H11 -4.41482 -0.35053 0.57266  0.3165
H12 -3.53172 -1.07843 -0.25982  0.3179
O2 0.09117 -3.14784 5.76970  -0.6367
H13 1.00445 -3.16246 5.43953  0.3195
H14 -0.28598 -2.41202 5.27252  0.3170
O3 0.72695 5.53648 -3.24969  -0.6475
H15 1.27975 5.20702 -2.46073  0.3259
H16 1.17072 4.99197 -3.93131  0.3212

Molar mass = 124.180 g/mol
Maximum force = 3.1 eV Å⁻¹
Structure (SMILES) = C/C=C/CC.O.O.O
Orbital gap = 9.611 eV
HOMO energy = -9.23 eV